(1)
71
Properties=species:S:1:pos:R:3:forces:R:3 method="wB97M-V/def2-TZVPD" fmax_ev_per_a=6.7 charge=+2 e_tot_ha=-2789.46225 e_above_lowest_kj_mol=1835.0 spin_multiplicity=1
C -4.4584 -1.1350 3.4103 -0.41 1.18 0.66
C -3.1022 -0.5020 4.1208 -2.37 -0.02 1.47
O -1.9718 -1.4312 3.9730 1.74 1.31 -3.60
P -1.1228 -1.1444 2.4386 -2.83 1.24 -0.58
O -1.9272 -0.1571 1.5038 2.69 -3.29 2.73
C 0.5718 -0.3989 2.9201 1.13 -0.14 1.14
C 0.9266 1.0364 2.2146 0.99 0.26 -0.55
C 2.1511 0.7665 1.1461 2.10 -0.35 -2.21
C 1.7920 0.0718 -0.3045 0.34 0.13 0.88
O 0.3406 -0.2151 -0.5417 4.25 2.03 0.46
C -0.1436 1.0570 -1.1566 0.50 1.12 -1.71
C -1.7331 1.0244 -1.5687 0.42 0.10 0.40
N -1.8375 1.4855 -3.0173 -1.91 -0.02 2.34
C -3.1981 1.1923 -3.6155 0.23 0.72 -1.92
C -3.5245 -0.4078 -3.8103 -1.04 -0.11 0.76
C -4.6864 -0.7914 -2.7095 -0.41 0.60 -0.76
O -2.3287 -1.2755 -3.7618 -1.27 0.69 1.32
C 2.8721 -0.3219 -1.4789 1.37 0.86 2.39
C 2.5239 -1.0591 -2.9066 -0.39 -2.94 -0.68
F 3.6048 -2.0569 -3.2168 -3.28 3.28 1.49
F 1.2469 -1.8581 -2.8728 4.12 2.65 0.40
C 2.4361 -0.0417 -4.1902 -0.76 -1.12 -2.63
F 0.9914 0.1333 -4.5287 4.60 -0.27 1.22
F 3.0755 -0.7495 -5.3397 -2.14 2.28 3.59
C 4.4677 0.0496 -1.1433 1.01 0.56 1.04
N 5.7114 -0.1779 -1.9909 -2.70 2.20 4.94
S 7.0579 0.4908 -1.0877 -4.56 -0.32 1.18
N 6.3371 1.0846 0.4260 -5.55 -2.35 -3.01
C 4.8293 0.7816 0.3168 2.36 -0.01 -1.39
C 3.7074 1.1697 1.4934 -1.71 -1.16 -1.56
C 4.1285 1.9182 2.9210 0.45 0.26 -1.32
C 3.8069 3.5450 2.8820 -0.46 1.91 -0.12
C 3.5345 4.1383 1.3773 -0.83 0.58 0.36
F 3.2074 5.6079 1.4957 1.00 -3.59 -0.20
O -0.8182 -2.7215 1.7696 -1.13 3.42 0.54
C -1.4189 -2.9017 0.4411 -0.36 -2.53 -0.89
C -1.6859 -4.5451 0.2822 -0.52 1.25 -2.14
H -4.4172 -2.3071 3.3028 0.14 2.48 0.13
H -5.3635 -0.8796 4.1443 1.92 -0.63 -1.68
H -4.6747 -0.5666 2.4069 0.49 -1.47 1.80
H -2.8794 0.6066 3.8157 -0.31 -2.33 0.23
H -3.3512 -0.4721 5.2881 0.94 -0.21 -2.53
H 0.6261 -0.2247 4.0988 -0.42 -0.57 -2.59
H 1.4207 -1.1791 2.6751 -1.77 1.47 0.45
H 0.0423 1.5488 1.6454 1.50 -1.34 1.08
H 1.2809 1.8174 3.0425 -0.57 -1.83 -1.93
H 0.1733 1.9851 -0.5016 -0.91 -1.92 -1.03
H 0.4718 1.1633 -2.1710 -1.44 -0.13 1.95
H -2.2247 -0.0248 -1.3666 1.20 2.18 -0.57
H -2.2858 1.8013 -0.8731 1.02 -1.46 -1.14
H -1.6339 2.5165 -3.0091 -0.27 -1.32 -0.46
H -4.0698 1.7681 -3.0446 1.76 -1.33 -0.91
H -3.1859 1.6611 -4.7095 0.07 -0.85 2.39
H -3.9882 -0.5425 -4.8893 1.10 0.28 2.29
H -5.4556 0.1188 -2.7097 1.55 -2.10 0.00
H -4.2755 -0.8645 -1.6119 -0.68 -0.07 -2.12
H -5.2677 -1.7492 -3.0585 1.27 1.79 0.97
H -2.1744 -1.6495 -2.8417 -0.62 0.86 -1.67
H 3.0021 0.9792 -4.0402 -1.44 -2.04 -0.42
H 5.2959 1.8161 2.9948 -2.41 -0.10 0.00
H 3.5533 1.4983 3.8516 1.21 0.38 -2.07
H 2.8628 3.8413 3.5494 1.99 -0.95 -1.53
H 4.7023 4.1901 3.3384 -1.82 -1.79 -1.00
H 2.5589 3.6523 0.8970 2.14 1.05 0.98
H 4.4624 3.9978 0.6771 -1.79 0.55 1.33
H -2.4657 -2.4026 0.2908 2.27 -0.52 0.52
H -0.6185 -2.6362 -0.3700 -1.70 -0.15 1.43
H -0.7500 -5.1245 -0.1149 -1.73 1.06 1.20
H -2.5085 -4.6258 -0.5791 1.71 -0.05 1.86
H -2.1834 -5.0088 1.2388 0.88 1.19 -1.71
Hg -2.0428 -6.3657 2.7427 0.04 -0.54 0.67

***

(2)
71
Properties=species:S:1:pos:R:3:forces:R:3 method="wB97M-V/def2-TZVPD" fmax_ev_per_a=1.0 e_tot_ha=-2600.04519 e_above_lowest_kj_mol=0.0 spin_multiplicity=1
Pb 0.6010 -0.2466 0.9035 -0.42 0.37 0.20
C 2.7635 -4.3553 -0.7312 0.03 0.05 -0.03
C 1.7069 -3.4121 -0.2335 -0.29 0.00 -0.42
N 1.7046 -2.8872 0.9260 0.10 -0.01 0.24
N 2.7405 -3.1549 1.7681 -0.31 0.17 0.16
C 2.7456 -2.6699 3.0484 0.07 -0.08 -0.34
N 3.8896 -3.0112 3.7104 0.02 0.05 0.22
S 1.5823 -1.7199 3.7378 0.05 -0.20 0.08
C 0.5575 -3.0337 -1.1278 0.37 -0.07 0.35
C 0.5016 -3.4566 -2.4381 -0.12 -0.04 -0.27
C -0.6100 -3.1125 -3.2074 0.18 -0.10 -0.03
C -1.6250 -2.3865 -2.6335 -0.13 0.11 0.11
C -1.4705 -1.9678 -1.3133 0.04 -0.02 -0.03
N -0.4003 -2.2642 -0.5895 0.03 -0.04 0.10
H 3.1122 -5.0142 0.0651 0.00 -0.03 0.00
H 3.6186 -3.8009 -1.1283 -0.01 0.01 0.00
H 2.3847 -4.9971 -1.5205 0.02 0.01 0.02
H 3.5295 -3.6934 1.4422 0.04 0.03 -0.03
H 4.4019 -3.8344 3.4344 0.00 0.00 -0.01
H 3.8660 -2.8217 4.6992 0.03 -0.01 -0.02
H 1.3067 -4.0247 -2.8791 -0.04 0.01 -0.02
H -0.6634 -3.4144 -4.2453 0.00 -0.01 0.00
H -2.5058 -2.0961 -3.1893 0.01 0.00 0.01
H -2.2129 -1.3513 -0.8214 0.03 -0.02 -0.05
N 3.6003 0.4368 1.7664 -0.03 0.19 -0.08
N 3.7932 1.6483 2.4509 0.16 -0.12 0.09
C 2.8957 2.6542 2.2780 0.04 -0.19 0.14
N 3.2577 3.8532 2.7631 0.08 -0.01 0.00
N 1.7980 2.3482 1.6142 -0.33 0.27 0.11
N 0.9022 3.3947 1.3996 0.69 0.15 -0.75
O 0.2215 3.2749 0.4150 -0.25 -0.13 0.28
O 0.8831 4.3798 2.1388 -0.54 -0.04 0.15
H 4.1494 -0.2795 2.2202 -0.06 0.00 0.03
H 3.8455 0.5281 0.7836 0.10 -0.06 -0.01
H 4.7437 1.9352 2.6400 -0.04 0.02 -0.12
H 4.0792 3.9338 3.3336 0.04 -0.05 0.00
H 2.5241 4.5470 2.8241 0.10 -0.07 0.03
S 4.1796 0.4377 -2.8079 -0.27 -0.07 0.22
C 2.9729 0.1021 -1.7608 0.45 0.02 -0.20
N 2.1402 -0.1630 -0.9784 -0.12 -0.09 -0.13
C -0.1554 1.0906 -4.1238 -0.06 0.03 0.04
C -1.2439 1.2802 -3.0943 0.06 -0.05 -0.11
C -2.5016 1.7685 -3.4512 0.01 -0.01 0.07
C -3.4650 1.9420 -2.4673 -0.01 0.00 0.03
C -4.8230 2.5000 -2.8185 0.03 -0.03 0.02
C -3.1920 1.6107 -1.1402 0.02 -0.06 -0.01
C -1.9361 1.1027 -0.7345 -0.01 0.14 -0.27
C -0.9867 0.9685 -1.7763 0.11 0.07 0.14
N -1.5596 0.6959 0.5190 0.23 -0.17 0.11
C -2.4426 0.8390 1.6789 -0.05 0.00 -0.01
C -1.6832 0.3450 2.9140 0.09 -0.01 0.03
C -3.6943 -0.0532 1.5761 0.01 -0.02 -0.03
C -2.8149 2.3032 1.9622 0.00 0.07 0.02
H -0.5490 1.1916 -5.1357 0.00 0.00 0.00
H 0.3085 0.1060 -4.0297 -0.01 0.01 0.00
H 0.6407 1.8271 -3.9956 -0.01 0.00 0.01
H -2.7176 2.0260 -4.4825 0.00 -0.01 0.01
H -4.8983 2.7096 -3.8854 0.00 -0.01 0.01
H -5.0138 3.4295 -2.2783 0.00 0.00 0.00
H -5.6194 1.8010 -2.5537 0.00 0.00 0.00
H -3.9888 1.7558 -0.4266 0.01 0.02 0.00
H 0.0200 0.6287 -1.5373 -0.13 0.03 -0.08
H -1.4157 -0.7152 2.8278 -0.03 0.03 0.02
H -2.3026 0.4535 3.8059 0.01 -0.01 0.00
H -0.7703 0.9316 3.0795 -0.05 -0.01 0.01
H -3.3822 -1.0971 1.4809 -0.02 0.01 0.00
H -4.3171 0.1888 0.7187 0.00 -0.01 0.00
H -4.3104 0.0345 2.4755 0.03 0.01 -0.02
H -1.9233 2.8606 2.2602 -0.02 -0.02 -0.02
H -3.5408 2.3597 2.7788 0.03 0.01 -0.01
H -3.2329 2.8106 1.0961 0.01 -0.03 0.03

***

(3)
65
Properties=species:S:1:pos:R:3:forces:R:3 method="wB97M-V/def2-TZVPD" fmax_ev_per_a=2.2 charge=+1 e_tot_ha=-4161.10756 e_above_lowest_kj_mol=161.0 spin_multiplicity=1
Y 0.8636 0.6683 -0.0007 -0.33 1.45 1.26
C 4.6383 -1.7658 1.5886 -0.05 -0.09 -0.10
C 3.4274 -1.1774 0.9428 0.07 -0.19 -0.28
N 2.5790 -0.4300 1.5392 0.10 0.04 -0.11
O 2.8698 -0.1918 2.8700 -0.20 0.09 0.16
C 3.1048 -1.4648 -0.4847 0.17 -0.16 -0.08
C 3.8641 -2.4284 -1.3286 0.15 0.00 0.06
N 2.0789 -0.8100 -0.9071 1.46 -1.60 -0.49
O 1.5573 -0.8557 -2.0941 -0.35 0.53 0.21
H 4.9426 -1.1890 2.4541 0.01 0.04 0.03
H 5.4570 -1.8223 0.8729 -0.01 -0.01 0.01
H 4.4202 -2.7851 1.9210 0.00 0.04 -0.02
H 2.0215 0.1218 3.2129 0.08 0.00 0.04
H 4.0337 -3.3695 -0.8014 0.00 0.03 -0.03
H 4.8416 -2.0265 -1.6114 -0.04 -0.03 0.01
H 3.3000 -2.6180 -2.2377 -0.03 -0.01 -0.03
O 1.3769 2.4585 1.6446 0.01 -0.03 -0.39
C 2.0014 3.6971 1.2651 -0.10 -0.16 0.00
C 2.1954 3.7614 -0.2279 -0.04 -0.03 -0.02
C 2.6085 4.9464 -0.8112 0.05 0.13 -0.02
C 2.7730 4.9945 -2.1833 0.01 0.04 -0.03
C 2.5210 3.8559 -2.9376 0.05 0.15 -0.07
C 2.1175 2.7172 -2.2828 -0.01 -0.19 0.06
N 1.9600 2.6678 -0.9503 0.01 -0.30 0.16
H 0.8243 2.5988 2.4204 -0.06 -0.05 -0.03
H 2.9656 3.7777 1.7644 0.10 -0.01 0.07
H 1.3805 4.5327 1.5805 -0.07 0.07 0.01
H 2.7871 5.8182 -0.1938 0.00 -0.01 -0.04
H 3.0868 5.9133 -2.6632 -0.01 -0.04 0.02
H 2.6282 3.8514 -4.0132 0.00 0.01 0.04
H 1.9079 1.7998 -2.8245 -0.01 0.01 0.03
C -4.4602 0.4303 2.1332 0.00 0.00 0.01
C -3.9673 -0.8331 2.8337 0.05 0.03 -0.08
C -2.4813 -0.7670 3.1936 -0.03 0.01 0.12
S -1.4708 -0.9658 1.7187 0.21 0.33 -0.15
O -0.2221 -0.0663 1.9278 -0.13 -0.42 0.03
C -0.8319 -2.6491 1.9240 -0.03 -0.03 -0.11
C -1.3611 -3.5824 0.8333 0.06 0.04 -0.09
C -1.0551 -3.0894 -0.5849 0.03 0.01 0.10
H -5.4549 0.2795 1.7111 0.05 0.01 0.05
H -3.7922 0.7252 1.3187 -0.03 -0.04 0.02
H -4.5170 1.2647 2.8366 0.04 -0.04 -0.04
H -4.1547 -1.7113 2.2069 0.04 0.01 0.02
H -4.5208 -1.0031 3.7574 -0.03 0.00 0.02
H -2.1922 -1.5313 3.9131 0.02 0.07 0.07
H -2.1860 0.2128 3.5719 -0.11 0.03 0.04
H -1.0576 -2.9939 2.9324 0.04 -0.07 -0.04
H 0.2477 -2.5069 1.8333 0.01 -0.05 0.00
H -2.4356 -3.7389 0.9632 0.03 0.03 -0.03
H -0.8906 -4.5552 0.9939 -0.03 0.00 0.02
H -1.6266 -2.1953 -0.8493 0.02 -0.04 0.04
H -1.2988 -3.8534 -1.3234 -0.02 0.02 0.04
H 0.0094 -2.8566 -0.7054 -0.05 -0.03 0.02
Se -1.4850 1.7675 -0.4755 -1.05 0.36 -0.64
C -2.4144 0.7621 -1.8320 -0.12 -0.07 0.01
C -3.8075 0.8160 -1.8430 -0.03 -0.04 -0.06
C -4.5335 0.0867 -2.7787 0.02 0.05 0.07
C -3.8801 -0.7082 -3.7102 0.02 -0.01 -0.01
C -2.4932 -0.7660 -3.7023 0.02 0.07 0.07
C -1.7602 -0.0339 -2.7730 -0.16 -0.02 0.02
H -4.3247 1.4365 -1.1199 0.02 -0.02 -0.05
H -5.6164 0.1443 -2.7794 0.06 0.01 0.01
H -4.4470 -1.2737 -4.4400 0.03 0.03 0.04
H -1.9702 -1.3832 -4.4236 -0.01 0.03 0.03
H -0.6816 -0.1083 -2.7853 0.09 0.04 0.01